Below is C3H6S2 in the gas phase, with properties calculated with wB97M-V/def2-TZVPD.

```
11
Properties=species:S:1:pos:R:3
C -0.1360 -1.0566 -0.7339
C 0.9691 0.0907 -0.5669
S 0.2134 1.4830 -0.0819
C -0.7100 0.6920 1.2718
S -1.1294 -1.1791 0.8181
H -0.5319 -0.6657 -1.7672
H 0.4813 -1.9967 -0.7464
H 1.7709 -0.3211 -0.2009
H 1.1588 0.7731 -1.5157
H -1.7838 1.1900 1.2545
H -0.3025 0.9904 2.2685
```

Net charge: 0
Energy relative to the best compared isomer or geometry (same formula, charge and spin): 248.9 kJ/mol
Orbital gap: 0.349 Ha
Highest occupied orbital energy: -8.800 eV